{
  "formula": "C17H32BN6O5PS",
  "method": "ωB97M-V/def2-TZVPD",
  "de_lowest_kcal_mol": 0.0,
  "species": ["C", "O", "C", "C", "O", "C", "P", "O", "O", "S", "B", "C", "O", "H", "H", "H", "H", "H", "H", "H", "H", "H", "H", "H", "H", "H", "H", "C", "C", "N", "H", "H", "H", "C", "C", "N", "H", "H", "H", "C", "C", "N", "H", "H", "H", "C", "C", "N", "H", "H", "H", "C", "C", "N", "H", "H", "H", "C", "C", "N", "H", "H", "H"],
  "positions_angstrom": [[1.8935, 0.3352, 3.4551], [2.8852, -0.4114, 2.7929], [2.8746, -0.2625, 1.3907], [1.8772, -1.1419, 0.6333], [0.5927, -0.4877, 0.6751], [-0.2496, -0.8264, -0.4046], [-1.9706, -0.4890, 0.0918], [-2.4174, -1.7393, 0.9586], [-1.7924, 0.6602, 1.2146], [-3.1376, -0.0512, -1.3596], [1.8406, -2.6307, 1.2405], [2.5148, -3.7889, 0.4341], [1.2641, -2.8653, 2.4586], [2.1624, 0.3655, 4.5112], [1.8424, 1.3578, 3.0606], [0.9021, -0.1212, 3.3517], [2.6480, 0.7734, 1.1136], [3.8797, -0.4891, 1.0288], [2.2564, -1.1490, -0.3987], [-0.1992, -1.8883, -0.6781], [-0.0093, -0.2427, -1.3014], [-1.9076, -1.8181, 1.7914], [-1.0454, 1.2375, 1.0016], [2.4820, -4.7404, 0.9634], [3.5467, -3.5206, 0.1928], [1.9899, -3.8601, -0.5255], [0.4057, -2.4473, 2.6162], [1.2075, 2.2561, -3.3834], [1.9947, 1.8970, -2.2140], [2.6235, 1.6171, -1.2942], [0.8085, 3.2650, -3.2938], [1.8306, 2.2074, -4.2749], [0.3854, 1.5542, -3.5115], [3.0387, -1.7670, -3.7127], [1.7319, -1.2096, -4.0325], [0.7015, -0.7692, -4.2837], [3.4335, -1.3124, -2.8060], [2.9675, -2.8403, -3.5478], [3.7393, -1.5890, -4.5279], [-1.6966, 0.0376, 5.5373], [-1.5667, -0.9283, 4.4598], [-1.4672, -1.6889, 3.6094], [-2.7107, 0.0190, 5.9319], [-0.9983, -0.2008, 6.3374], [-1.4806, 1.0359, 5.1602], [-4.8793, 3.1102, -1.3469], [-4.8991, 4.5655, -1.3234], [-4.9255, 5.7132, -1.2836], [-4.8316, 2.7099, -0.3362], [-5.7801, 2.7235, -1.8173], [-4.0147, 2.7373, -1.8927], [7.0235, -2.1658, -2.9735], [5.8944, -2.7145, -2.2342], [4.9976, -3.1382, -1.6565], [7.3688, -2.8822, -3.7167], [6.7305, -1.2462, -3.4776], [7.8427, -1.9438, -2.2920], [-8.5086, 3.9106, 0.9245], [-8.0913, 2.7833, 0.1009], [-7.7561, 1.8948, -0.5436], [-9.5773, 3.8545, 1.1228], [-7.9732, 3.8996, 1.8721], [-8.2917, 4.8464, 0.4117]],
  "forces_ev_per_a": [[-0.11, -0.10, -0.02], [0.18, 0.11, 0.05], [-0.19, 0.08, -0.23], [0.19, -0.06, 0.07], [-0.08, -0.13, 0.12], [0.08, 0.09, -0.10], [-0.07, 0.24, -0.07], [0.06, 0.12, -0.04], [-0.01, 0.00, -0.04], [0.03, -0.20, -0.01], [0.04, 0.12, 0.08], [0.18, 0.29, 0.53], [-0.66, -0.61, -0.57], [0.00, 0.02, -0.02], [0.03, 0.00, 0.05], [0.03, 0.02, -0.04], [0.11, 0.00, 0.03], [0.01, -0.08, 0.13], [-0.24, 0.06, -0.07], [0.02, 0.01, 0.04], [0.02, -0.03, 0.01], [-0.23, -0.03, 0.06], [0.00, -0.08, 0.12], [0.02, -0.05, -0.13], [-0.08, -0.18, -0.09], [0.06, -0.12, 0.00], [0.41, 0.46, 0.29], [-0.16, 0.07, -0.20], [0.02, 0.04, 0.07], [-0.02, -0.05, -0.12], [0.06, 0.01, 0.12], [0.01, -0.02, 0.01], [0.01, -0.01, 0.03], [0.08, -0.05, 0.04], [-0.04, 0.00, -0.05], [0.08, -0.03, 0.03], [-0.09, 0.03, 0.01], [-0.05, 0.01, 0.03], [-0.06, 0.04, -0.04], [0.00, 0.08, 0.07], [-0.03, -0.06, 0.00], [0.15, 0.02, -0.01], [-0.01, -0.02, -0.02], [0.01, -0.03, -0.02], [0.00, -0.01, -0.03], [0.08, -0.18, -0.11], [-0.03, 0.05, 0.06], [-0.02, -0.03, 0.00], [0.00, 0.03, 0.01], [0.00, 0.03, 0.01], [0.04, 0.09, 0.01], [0.10, 0.02, -0.03], [0.02, -0.01, 0.05], [0.20, 0.04, -0.14], [-0.02, -0.01, 0.01], [-0.02, 0.00, 0.02], [-0.02, -0.01, 0.02], [-0.02, 0.10, 0.03], [-0.01, -0.07, 0.00], [-0.09, 0.05, 0.04], [0.00, -0.02, -0.02], [0.01, -0.02, -0.01], [0.02, -0.02, -0.02]]
}